The following is a DFT calculation (ωB97M-V with the def2-TZVPD basis set) of a molecular structure, C36H38Cl2N3NdO3S3 in a non-equilibrium geometry.

Results
* multiplicity: 4
* frontier orbital gap (spin up / spin down): 6.877 / 6.886 eV
* total energy: -121378.098 eV
* E_HOMO (spin up / spin down): -0.478 / -0.478 hartree
* charge: +2
* relative energy (zero: lowest compared OMol25 entry of this formula, charge and spin): 0.6775 eV

Geometry (Å):
Nd  -3.175  -15.556  13.720
S  -1.532  -17.668  14.902
C  -1.766  -19.075  13.994
N  -0.979  -20.063  13.990
C  -1.243  -21.227  13.169
C  -2.709  -21.621  13.231
N  -3.539  -20.446  12.940
C  -4.936  -20.714  12.477
C  -5.175  -20.852  10.948
C  -5.816  -19.762  10.349
C  -6.053  -19.817  8.931
C  -5.758  -20.974  8.253
C  -5.098  -22.006  8.862
C  -4.733  -21.917  10.183
C  -3.082  -19.233  13.125
S  -3.855  -17.832  12.437
C  0.247  -20.151  14.855
C  0.126  -21.037  16.092
C  -1.015  -21.295  16.811
C  -0.890  -22.048  18.010
C  0.341  -22.446  18.490
C  1.520  -22.141  17.764
C  1.351  -21.414  16.617
H  -0.649  -22.014  13.679
H  -0.933  -21.044  12.152
H  -2.962  -21.885  14.279
H  -2.975  -22.392  12.552
H  -5.624  -19.921  12.808
H  -5.270  -21.642  12.926
H  -6.250  -18.904  10.859
H  -6.434  -18.974  8.471
H  -5.976  -21.179  7.207
H  -4.970  -22.949  8.360
H  -4.143  -22.709  10.588
H  0.487  -19.117  15.155
H  1.093  -20.491  14.251
H  -2.057  -21.193  16.370
H  -1.747  -22.235  18.655
H  0.351  -23.025  19.442
H  2.516  -22.208  18.165
H  2.235  -21.120  16.044
C  -4.084  -12.403  16.573
C  -5.398  -13.091  16.490
S  -5.411  -14.930  16.484
O  -4.013  -15.173  15.733
C  -4.934  -15.364  18.196
C  -4.215  -16.738  18.235
H  -4.274  -11.355  16.412
H  -3.338  -12.525  15.818
H  -3.528  -12.560  17.538
H  -6.019  -12.815  15.681
H  -5.985  -12.914  17.471
H  -5.892  -15.347  18.818
H  -4.182  -14.563  18.482
H  -4.896  -17.571  18.007
H  -3.819  -16.953  19.221
H  -3.414  -16.707  17.489
Cl  -0.919  -17.400  9.159
C  -0.139  -16.655  10.555
C  1.090  -17.231  10.966
C  1.699  -16.799  12.109
C  1.115  -15.744  12.895
C  -0.125  -15.251  12.469
Cl  -0.855  -13.973  13.322
C  -0.757  -15.608  11.227
N  -1.936  -14.931  10.810
C  -1.802  -13.588  10.348
C  -0.500  -13.091  10.033
C  -0.405  -11.692  9.883
C  -1.529  -10.884  9.930
C  -2.788  -11.394  10.137
C  -2.913  -12.748  10.328
C  -4.315  -13.196  10.705
C  -4.292  -13.839  12.045
O  -4.841  -14.966  12.159
O  -3.790  -13.351  13.136
H  1.565  -18.002  10.336
H  2.636  -17.146  12.444
H  1.532  -15.419  13.857
H  -2.455  -15.594  10.189
H  0.277  -13.808  10.052
H  0.576  -11.203  9.636
H  -1.323  -9.792  9.786
H  -3.721  -10.770  10.181
H  -4.787  -13.956  10.073
H  -4.980  -12.318  10.709